Here is a structure of composition C32H42F3GeN5O5SSeSiW from the Open Molecules 2025 dataset. Energies are from wB97M-V/def2-TZVPD.

Results
HOMO energy (spin up / spin down) ... -0.031 / -0.064 Eh
Gap between HOMO and LUMO (spin up / spin down) ... 5.06 / 5.97 eV
Energy above the lowest of the compared OMol25 structures with the same formula, charge and spin ... 0.554 eV
⟨S²⟩ ... 2.03

The geometry in ORCA input format:
```
! wB97M-V def2-TZVPD RIJCOSX def2/J DEFGRID3
* xyz -2 3
W 0.46265 -1.26955 -0.04529
O 2.44922 5.64947 -3.66329
C 3.43765 4.78440 -3.36166
O 4.57641 5.09107 -3.63064
C 3.08001 3.51048 -2.67693
C 1.94242 3.35327 -1.88111
C 1.68714 2.15707 -1.23228
C 2.55844 1.06813 -1.36123
C 3.67612 1.22364 -2.19063
C 3.93762 2.42518 -2.81893
N 2.36737 -0.11534 -0.62787
C 3.45692 -0.59464 -0.04413
C 3.36641 -1.65754 0.85289
C 4.50863 -2.22520 1.47424
C 4.39470 -3.36638 2.20612
C 3.12124 -3.97306 2.31663
C 2.04556 -3.34484 1.74632
N 2.11501 -2.18066 1.08145
H 1.56940 5.22328 -3.70104
H 1.25783 4.18186 -1.73386
H 0.82604 2.05983 -0.59367
H 4.32802 0.37406 -2.35019
H 4.81265 2.53799 -3.44678
H 4.41875 -0.11047 -0.18778
H 5.46631 -1.74279 1.32170
H 5.26392 -3.81232 2.67475
H 2.97650 -4.90719 2.84073
H 1.06249 -3.78829 1.79741
Se -0.07445 -0.48046 -3.06517
C -0.33380 1.33352 -3.52064
C -1.29087 2.16077 -2.90969
C -1.26116 3.52492 -3.10961
N -0.39273 4.15356 -3.90991
C 0.45086 3.35258 -4.58305
C 0.52069 1.98639 -4.42472
H -2.03403 1.73181 -2.24721
H -1.96622 4.16453 -2.58263
H 1.14810 3.85843 -5.24640
H 1.28308 1.41767 -4.94204
N -0.94258 0.39362 -0.03334
C -1.71051 1.23686 0.09786
N -2.56443 2.22037 0.26095
C -2.08203 3.59146 0.43211
C -2.28211 4.01189 1.87537
O -3.64491 3.84439 2.26437
C -4.01945 2.47688 2.19402
C -3.90578 1.95457 0.77044
H -2.65177 4.23878 -0.24051
H -1.02338 3.62564 0.18183
H -2.05220 5.06972 2.00165
H -1.62002 3.41646 2.51118
H -5.05172 2.41417 2.54069
H -3.38003 1.87850 2.85528
H -4.62458 2.46866 0.12423
H -4.09472 0.88285 0.72530
S 1.05570 -2.93225 -1.42324
C 0.48164 -1.64855 3.82238
Si -0.63723 -1.76780 2.27745
C -2.00424 -0.50296 2.69036
C -1.52407 -3.42081 2.63699
H -0.15522 -1.44681 4.69220
H 1.23154 -0.86651 3.75130
H 1.00178 -2.59085 4.01161
H -2.55828 -0.85823 3.56622
H -2.71385 -0.39723 1.86620
H -1.57633 0.48033 2.91663
H -1.60657 -3.52166 3.72504
H -1.00449 -4.29984 2.26298
H -2.53431 -3.43565 2.21943
F 2.81955 1.14206 3.61267
C 2.23182 2.04671 2.80646
F 3.14997 2.40928 1.88980
F 1.98941 3.13300 3.56229
C 0.95081 1.48752 2.10639
O -0.03909 2.22491 2.10140
O 1.14007 0.34773 1.62916
C -1.04150 -5.56266 -0.20902
Ge -1.95938 -3.98579 -0.95410
C -1.79635 -4.12523 -2.91097
C -3.88472 -4.35281 -0.59347
C -1.61624 -2.17065 -0.33333
H -1.28647 -6.41358 -0.85167
H -1.36675 -5.80090 0.80241
H 0.03758 -5.40808 -0.22997
H -2.60310 -4.74145 -3.32093
H -0.83459 -4.56589 -3.17156
H -1.83288 -3.13239 -3.36138
H -4.16488 -5.34516 -0.95816
H -4.50890 -3.61254 -1.10031
H -4.10172 -4.30619 0.47687
H -2.37178 -1.93865 0.42360
H -1.93160 -1.60041 -1.21704
*
```

=====

Here is a structure of composition C32H42F5N6O3PRuS in a non-equilibrium geometry from the Open Molecules 2025 dataset. Energies are from wB97M-V/def2-TZVPD.

Results
HOMO energy (spin up / spin down) ... -0.527 / -0.536 Eh
Gap between HOMO and LUMO (spin up / spin down) ... 6.65 / 5.97 eV
Energy above the lowest of the compared OMol25 structures with the same formula, charge and spin ... 0.000 eV
⟨S²⟩ ... 6.06

The geometry in ORCA input format:
```
! wB97M-V def2-TZVPD RIJCOSX def2/J DEFGRID3
* xyz 2 5
Ru 0.30117 -2.14699 0.29971
F 2.60194 1.75898 5.24996
C 2.49826 0.64716 4.53632
C 1.31466 -0.05288 4.45342
F 0.40263 0.22686 5.40748
C 1.04525 -0.89722 3.39085
F -0.07364 -1.54915 3.27921
C 2.17080 -1.28826 2.62604
S 1.95754 -2.64894 1.51804
C 3.42008 -0.73156 2.83782
F 4.50941 -1.24668 2.20691
C 3.53024 0.38226 3.65807
F 4.60202 1.15307 3.69862
N 1.48227 -4.74791 -1.53476
C 0.77085 -3.90183 -2.26567
O 0.21280 -2.88143 -1.74323
C 0.47807 -4.26663 -3.66324
C 0.57615 -3.31416 -4.65457
N 0.66830 -2.60297 -5.59598
C 0.36828 -5.66320 -3.90247
N 0.43094 -6.75030 -4.25574
H 1.90331 -5.58961 -2.00478
H 1.37262 -4.71214 -0.51086
C -3.38023 -5.52377 2.73708
N -2.86835 -4.58749 1.76199
C -3.64829 -3.94578 0.78277
C -2.52494 -3.13688 0.02180
O -2.66314 -2.34454 -0.89384
N -1.35672 -3.30297 0.73803
C -1.59261 -4.19017 1.70057
N -0.64857 -4.60507 2.60389
H -4.50895 -5.55711 2.51849
H -3.15028 -5.26229 3.76638
H -2.97081 -6.53751 2.60108
H -4.57780 -3.43219 1.14132
H -3.96285 -4.68872 -0.01530
H 0.32089 -4.29993 2.47222
H -0.90225 -5.18468 3.43333
O 0.94173 -0.14240 -0.13298
P 0.13751 1.13211 -0.63243
C -1.66418 0.95667 -0.16688
C -1.98782 0.85934 1.34445
C -2.41747 2.11017 2.10231
C -3.47027 2.84878 1.31655
C -2.94332 3.20360 -0.08934
C -2.60429 1.92622 -0.85820
C 0.67237 2.56600 0.33531
C 1.26767 2.26665 1.71790
C 1.60058 3.55959 2.56691
C 2.41354 4.58694 1.72712
C 2.74905 4.12326 0.32699
C 1.55262 3.58480 -0.50868
C 0.35725 1.14829 -2.50434
C 0.03227 2.33603 -3.44156
C -0.11289 1.83770 -4.90911
C 1.09642 0.87588 -5.23355
C 2.17668 0.92880 -4.18906
C 1.80698 0.55994 -2.76947
H -1.90189 -0.04765 -0.65753
H -1.15267 0.44232 1.94701
H -2.82393 0.14051 1.32037
H -1.59620 2.85950 2.27070
H -2.79200 1.82396 3.10522
H -3.90468 3.71824 1.91051
H -4.30654 2.13796 1.20831
H -2.04552 3.86018 0.06616
H -3.69084 3.84470 -0.61317
H -2.23863 2.16568 -1.83228
H -3.55488 1.29368 -0.87254
H -0.29581 3.16310 0.62135
H 2.15194 1.66642 1.57718
H 0.58646 1.73709 2.35392
H 2.18370 3.22098 3.44703
H 0.67578 3.98034 3.00805
H 3.37617 4.94182 2.31958
H 1.83052 5.54632 1.75708
H 3.50473 3.27249 0.33993
H 3.28047 4.90652 -0.23232
H 1.88781 3.12891 -1.44939
H 0.88253 4.39328 -0.92437
H -0.42883 0.37005 -2.80903
H 0.80665 3.07905 -3.44964
H -0.92207 2.86240 -3.17963
H -0.01415 2.72841 -5.57808
H -1.12962 1.30842 -5.10242
H 1.36375 1.01150 -6.30474
H 0.56544 -0.13848 -5.18759
H 2.65758 1.89436 -4.28339
H 3.04805 0.29680 -4.51284
H 2.54395 1.04184 -2.09064
H 1.73925 -0.49644 -2.57570
*
```

=====

Here is a cluster of 2 separate species, C32H42N2P in total in a non-equilibrium geometry from the Open Molecules 2025 dataset. Energies are from wB97M-V/def2-TZVPD.

Results
HOMO energy ... -0.350 Eh
Gap between HOMO and LUMO ... 4.04 eV

The geometry in ORCA input format:
```
! wB97M-V def2-TZVPD RIJCOSX def2/J DEFGRID3
* xyz 1 1
C -2.72352 -1.55718 7.88742
C -2.42271 -2.80569 7.32233
C -2.07471 -2.90987 5.97664
C -2.00327 -1.75191 5.15848
C -1.55632 -1.82249 3.75447
C -0.71877 -2.89796 3.34585
C -0.34031 -3.29509 2.06180
C 0.24592 -4.60133 1.79712
C 0.38621 -5.06610 0.46317
C 0.86288 -6.34326 0.18105
C 1.25730 -7.19722 1.21912
C 1.11790 -6.77472 2.54718
C 0.63833 -5.49681 2.84010
C -2.03944 -0.81886 2.80373
C -1.25589 -0.41435 1.70043
C -1.83469 0.28597 0.64136
C -3.13021 0.80972 0.78111
C -3.85938 0.57734 1.95604
C -3.33950 -0.26249 2.93398
C -2.34542 -0.50640 5.74663
C -2.69959 -0.40642 7.08836
H -3.00617 -1.48711 8.93770
H -2.45619 -3.71162 7.93096
H -1.85733 -3.89064 5.54471
H -0.38645 -3.52307 4.17951
H -0.56922 -2.67470 1.19164
H 0.09902 -4.38672 -0.34441
H 0.95367 -6.66921 -0.85414
H 1.66318 -8.18289 0.99110
H 1.41281 -7.44417 3.35602
H 0.56260 -5.16816 3.87857
H -0.19406 -0.66782 1.69521
H -1.26720 0.41839 -0.28454
H -3.57249 1.40787 -0.01900
H -4.83269 1.04318 2.11480
H -3.93401 -0.50273 3.81706
H -2.30648 0.40138 5.14216
H -2.95379 0.56870 7.50277
C 3.69689 1.26817 -5.42157
C 3.15574 1.98331 -4.18915
C 4.32533 2.50304 -3.35219
C 2.38865 3.21797 -4.64655
N 2.32998 0.99527 -3.44468
C 1.28557 0.28912 -4.23230
C 0.07497 1.12074 -4.59932
C -0.49307 1.99934 -3.48338
N 0.48853 2.47203 -2.49685
C 0.04906 3.58805 -1.62779
C -0.02296 4.86434 -2.46623
C 1.03496 3.77514 -0.47775
C -1.33411 3.31731 -1.05883
P 1.71221 1.44508 -1.96045
H 1.01586 0.28656 -1.21400
H 2.91535 1.09530 -6.17203
H 4.46469 1.89958 -5.88349
H 4.15088 0.30918 -5.14282
H 4.00678 3.20435 -2.56930
H 4.90994 1.69100 -2.90540
H 4.98285 3.06330 -4.03618
H 2.02478 3.81211 -3.79990
H 3.09285 3.83097 -5.22754
H 1.54402 2.97440 -5.29517
H 1.74486 -0.08754 -5.14259
H 0.96282 -0.56855 -3.63745
H 0.31989 1.73328 -5.47529
H -0.72817 0.44821 -4.92341
H -0.98280 2.87953 -3.91713
H -1.26946 1.41235 -2.96763
H -0.68233 4.74729 -3.33727
H -0.42667 5.65978 -1.82507
H 0.97317 5.17356 -2.80474
H 1.04376 2.89971 0.18872
H 2.05088 3.97558 -0.84847
H 0.71348 4.64536 0.10874
H -1.33918 2.40400 -0.45369
H -1.60194 4.15804 -0.40405
H -2.09805 3.23815 -1.84431
*
```